{"formula": "C29H34BN3O5", "method": "wB97M-V/def2-TZVPD", "species": ["C", "C", "C", "C", "C", "C", "C", "C", "C", "C", "C", "C", "C", "C", "C", "C", "O", "B", "O", "O", "C", "C", "C", "C", "O", "N", "C", "O", "H", "H", "H", "H", "H", "H", "H", "H", "H", "H", "H", "H", "H", "H", "H", "H", "H", "H", "H", "H", "H", "H", "H", "H", "C", "C", "C", "N", "C", "H", "H", "H", "H", "H", "C", "C", "C", "N", "C", "H", "H", "H", "H", "H"], "coordinates": [[2.9936, -0.8843, -0.2568], [2.7276, -2.0201, -1.3964], [1.1751, -2.4216, -1.3296], [0.7661, -3.2972, -0.0476], [-0.8519, -3.4769, 0.0853], [-1.5869, -2.1507, 0.5699], [-1.8623, -1.8840, 2.0726], [-1.5128, -2.8648, 3.2829], [-0.0082, -3.3916, 3.3092], [1.2598, -2.5282, 3.5019], [2.7063, -3.1350, 3.5586], [2.9100, -4.6762, 3.4310], [1.6486, -5.5522, 3.2203], [0.1965, -4.9487, 3.1625], [-0.9881, -5.9980, 2.9543], [-2.5518, -0.5149, 2.4418], [-2.8272, -0.1230, 3.8110], [-1.6795, 0.6134, 4.2777], [-1.4936, 1.0676, 5.6442], [-0.5715, 0.9148, 3.3609], [-2.9831, 0.5404, 1.3599], [-2.7605, 0.2657, -0.1465], [-2.0482, -1.0862, -0.4515], [-1.9812, -1.0253, -2.0381], [-1.4010, -1.7315, -2.8895], [-2.8477, 0.0995, -2.5281], [-3.1212, 1.1059, -1.4503], [-3.5588, 2.2799, -1.6158], [3.3942, -1.4312, 0.6616], [2.0100, -0.3608, 0.0582], [3.7180, -0.0808, -0.6586], [3.4233, -2.9192, -1.3070], [2.8936, -1.4709, -2.4021], [0.8928, -2.9444, -2.3233], [0.5826, -1.4303, -1.2443], [1.2920, -4.3107, -0.1548], [1.0927, -2.7039, 0.8770], [-1.1211, -4.4114, 0.7059], [-1.2212, -3.7090, -0.9840], [-2.3063, -3.6919, 3.2881], [-1.6740, -2.2807, 4.2684], [1.1724, -1.3983, 3.6192], [3.6331, -2.4901, 3.7316], [3.9165, -5.2067, 3.4920], [1.7663, -6.6930, 3.1385], [-1.9500, -5.7524, 3.5150], [-1.2552, -6.1399, 1.8360], [-0.6284, -7.0397, 3.3073], [-0.5324, 0.8960, 5.8154], [0.1876, 0.4320, 3.7799], [-3.4941, 1.5194, 1.6906], [-3.7749, -0.3756, -2.6172], [0.2948, 1.8591, -2.2236], [1.5951, 2.3165, -2.5541], [1.5442, 3.6874, -2.6127], [0.2590, 4.0746, -2.3343], [-0.5078, 2.9663, -2.0912], [-0.0184, 0.8332, -2.0958], [2.4714, 1.7095, -2.7287], [2.3083, 4.4191, -2.8290], [-0.0703, 5.0265, -2.3112], [-1.5527, 3.0558, -1.8456], [-0.0547, 9.0700, -5.0662], [0.7193, 9.0022, -3.8814], [0.7510, 7.6868, -3.4883], [0.0205, 6.9585, -4.3898], [-0.4695, 7.7934, -5.3578], [-0.2821, 9.9545, -5.6427], [1.2005, 9.8246, -3.3730], [1.2282, 7.2074, -2.6462], [-0.1317, 5.9630, -4.3479], [-1.0707, 7.4084, -6.1674]], "mulliken_charge": [-0.7348, -0.6062, 0.1760, 0.2717, -0.6629, 1.0261, 0.5170, -0.4550, 0.7710, -0.2385, -0.4796, -0.5344, -0.5904, 0.6795, -1.2550, 0.1650, -0.6506, 0.7975, -0.5102, -0.5522, -0.6564, 0.1426, 0.0828, 0.0127, -0.5317, -0.3280, 0.0154, -0.5856, 0.1832, 0.1200, 0.3182, 0.3324, 0.3261, 0.3066, -0.5471, 0.3833, -0.3868, -0.3056, 0.5828, 0.1615, 0.3243, -0.1329, 0.3725, 0.3366, 0.2556, 0.2825, 0.2131, 0.4095, 0.2867, 0.2332, 0.3367, 0.3534, 0.5342, -1.0770, -0.4165, 0.0506, -0.8858, 0.3290, 0.4377, 0.3744, 0.2411, 0.3853, -0.3655, -0.6144, -0.2227, 0.0668, -0.5502, 0.3829, 0.3897, 0.3477, 0.1799, 0.3811], "charge": 0, "smiles": "CCCCCc1c(Cc2ccccc2C)c(OB(O)O)cc2c1C(=O)NC2=O.c1cc[nH]c1.c1cc[nH]c1", "e_tot_ev": -46001.76241}


{"formula": "C29H34BrN7O2Ru", "method": "wB97M-V/def2-TZVPD", "species": ["Ru", "C", "C", "N", "C", "C", "N", "C", "C", "N", "C", "C", "N", "C", "C", "C", "C", "C", "C", "C", "N", "H", "H", "H", "H", "H", "H", "H", "H", "H", "H", "H", "H", "H", "H", "H", "H", "H", "H", "H", "H", "H", "H", "H", "C", "O", "C", "C", "C", "Br", "C", "C", "C", "O", "C", "N", "C", "C", "C", "C", "C", "C", "N", "H", "H", "H", "H", "H", "H", "H", "H", "H", "H", "H"], "coordinates": [[-0.9394, 1.7166, 0.0492], [2.6718, 0.6537, 2.1118], [1.5309, 0.8071, 1.1583], [0.5317, 1.6737, 1.3770], [0.4838, 2.7044, 2.4109], [-0.9775, 2.9592, 2.7961], [-1.9310, 2.8529, 1.6307], [-2.5058, 4.1339, 1.1352], [-1.5233, 4.8872, 0.2539], [-0.9373, 4.0221, -0.7906], [-1.6462, 3.9596, -2.0942], [-2.5113, 2.6970, -2.2213], [-1.6584, 1.5667, -1.8658], [-1.0081, 0.8055, -2.7209], [-1.3481, 0.7344, -4.1703], [0.0953, 0.1002, -2.1315], [0.9288, -0.8715, -2.7037], [1.9289, -1.4259, -1.9696], [2.2547, -1.0218, -0.5554], [1.3824, 0.0964, -0.0479], [0.3376, 0.5025, -0.8164], [3.2523, 1.5777, 2.1633], [3.3477, -0.1432, 1.8110], [2.3186, 0.4340, 3.1212], [0.9455, 3.6124, 2.0111], [1.0442, 2.4213, 3.3026], [-1.0712, 3.9416, 3.2588], [-1.2899, 2.2192, 3.5309], [-2.7099, 2.2839, 1.9546], [-2.8087, 4.7610, 1.9756], [-3.4081, 3.8871, 0.5738], [-0.7077, 5.2901, 0.8558], [-2.0437, 5.7396, -0.1889], [0.0150, 4.3221, -0.9547], [-0.8887, 3.9301, -2.8776], [-2.2581, 4.8492, -2.2566], [-2.9274, 2.6195, -3.2258], [-3.3476, 2.7292, -1.5200], [-2.4135, 0.5515, -4.3141], [-0.7932, -0.0506, -4.6754], [-1.1054, 1.6792, -4.6636], [0.7674, -1.1953, -3.7226], [2.5497, -2.2065, -2.3920], [3.2941, -0.6801, -0.5308], [-4.5795, -0.9580, 0.0393], [-3.1959, -0.8784, 0.4164], [-2.3675, -1.8246, -0.0790], [-2.6645, -2.6616, -1.1420], [-1.7314, -3.6028, -1.5746], [-2.1654, -4.7538, -2.9947], [-0.4971, -3.6967, -0.9723], [-0.1888, -2.8395, 0.0953], [-1.1254, -1.9335, 0.5670], [-0.9331, -1.1117, 1.6429], [1.1710, -2.9570, 0.6545], [2.2430, -2.2149, 0.3241], [3.3892, -2.7841, 0.9019], [4.7381, -2.4448, 0.8302], [5.6136, -3.2690, 1.5066], [5.1725, -4.3901, 2.2318], [3.8393, -4.7314, 2.2966], [2.9596, -3.9040, 1.6073], [1.5818, -3.9649, 1.4209], [-4.9765, -1.9488, 0.2586], [-4.7146, -0.7261, -1.0184], [-5.0985, -0.2188, 0.6410], [-3.6255, -2.6117, -1.6331], [0.2299, -4.4147, -1.3294], [-0.1341, -1.3580, 2.1244], [5.1046, -1.5975, 0.2649], [6.6724, -3.0527, 1.4687], [5.9008, -5.0032, 2.7442], [3.4969, -5.5966, 2.8480], [0.9644, -4.6780, 1.7864]], "mulliken_charge": [0.5785, -1.8693, 0.6548, 0.3893, -0.5825, -0.9153, -0.2602, -0.8495, -0.6864, 0.0325, -0.8169, -0.7973, 0.4931, 0.5634, -1.8798, 0.6127, -1.0438, -1.4092, 0.0715, 0.0295, -0.2197, 0.5094, 0.1733, 0.4625, 0.2742, 0.4787, 0.3696, 0.5230, 0.3318, 0.4443, 0.4197, 0.3969, 0.4365, 0.1979, 0.4162, 0.4300, 0.5330, 0.1612, 0.4101, 0.4907, 0.3720, 0.4268, 0.5421, 0.8698, -1.1073, -0.3359, 0.5843, -0.0949, -0.9442, -0.0946, -0.2247, 0.7940, 0.5069, -0.6741, -1.2675, 0.8340, 0.7753, -0.7417, -0.9494, -0.5658, -0.9599, 0.5354, 0.1375, 0.4268, 0.3954, 0.2721, 0.5636, 0.6591, 0.4978, 0.5228, 0.4600, 0.4435, 0.4770, 0.3092], "spin_multiplicity": 6, "charge": 3, "s_squared": 8.80, "e_tot_ev": -117748.92076}


{"formula": "C29H34Cl4CrN5O2", "method": "wB97M-V/def2-TZVPD", "species": ["Cr", "C", "C", "N", "C", "C", "N", "C", "C", "C", "N", "C", "C", "N", "C", "H", "H", "H", "H", "H", "H", "H", "H", "H", "H", "H", "H", "H", "H", "H", "H", "H", "H", "H", "H", "H", "H", "H", "H", "Cl", "C", "C", "Cl", "C", "Cl", "C", "O", "C", "O", "C", "Cl", "N", "C", "C", "C", "C", "C", "C", "C", "C", "C", "C", "C", "C", "C", "H", "H", "H", "H", "H", "H", "H", "H", "H", "H"], "coordinates": [[0.0553, -1.7561, 0.1119], [2.1368, -0.2965, -1.6825], [0.8619, -0.5015, -2.4986], [0.1303, -1.6783, -1.9681], [-1.2317, -1.8483, -2.5088], [-2.2416, -1.1569, -1.5974], [-2.0054, -1.6308, -0.2184], [-2.9999, -1.1978, 0.7882], [-2.3913, -0.7070, 2.1042], [-1.4283, -1.6833, 2.7802], [-0.0804, -1.7190, 2.1802], [0.8846, -0.6845, 2.6183], [0.7385, 0.5759, 1.7822], [0.6389, 0.2391, 0.3325], [1.9700, 0.3825, -0.3038], [2.8539, 0.2793, -2.2670], [2.5900, -1.2753, -1.5194], [1.1178, -0.6532, -3.5522], [0.2168, 0.3648, -2.4110], [0.6747, -2.5051, -2.2085], [-1.4550, -2.9165, -2.5414], [-1.3081, -1.4549, -3.5248], [-3.2553, -1.3892, -1.9368], [-2.0948, -0.0772, -1.6395], [-2.0402, -2.6516, -0.2615], [-3.6733, -2.0296, 1.0092], [-3.6048, -0.3895, 0.3725], [-3.2241, -0.5330, 2.7890], [-1.9027, 0.2564, 1.9643], [-1.8475, -2.6907, 2.7075], [-1.3550, -1.4348, 3.8433], [0.3308, -2.6153, 2.4281], [1.8765, -1.1077, 2.4611], [0.7648, -0.4391, 3.6775], [1.5758, 1.2516, 1.9692], [-0.1551, 1.1180, 2.0729], [-1.2213, 0.9009, 0.0903], [2.6919, -0.0769, 0.3704], [2.1889, 1.4524, -0.3570], [1.9826, -8.1825, -0.7762], [1.9738, -6.5031, -0.3878], [3.1563, -5.8589, -0.0251], [4.6333, -6.7423, 0.0610], [3.1430, -4.4959, 0.2643], [4.5889, -3.6581, 0.7005], [1.9610, -3.7587, 0.1951], [1.8757, -2.4660, 0.4306], [0.7529, -4.4266, -0.1277], [-0.3377, -3.6826, -0.1163], [0.7812, -5.7841, -0.4394], [-0.7034, -6.5398, -0.9019], [-0.3432, 1.1533, -0.3522], [-0.1493, 2.5649, -0.2126], [0.1173, 3.3612, -1.4040], [-0.5668, 4.5889, -1.5759], [-0.4491, 5.3412, -2.7276], [0.3649, 4.9195, -3.7750], [1.0845, 3.7473, -3.6171], [0.9738, 2.9920, -2.4575], [-0.5811, 3.2133, 1.0150], [-1.6433, 2.7408, 1.8147], [-1.9816, 3.3361, 3.0216], [-1.2904, 4.4491, 3.4738], [-0.2743, 4.9736, 2.6774], [0.0730, 4.3757, 1.4819], [-1.2263, 4.9309, -0.7885], [-1.0171, 6.2594, -2.8257], [0.4342, 5.4928, -4.6907], [1.7621, 3.4217, -4.3990], [1.5890, 2.1110, -2.3662], [-2.2549, 1.9149, 1.4595], [-2.8124, 2.9387, 3.5945], [-1.5440, 4.9112, 4.4192], [0.2607, 5.8559, 3.0095], [0.8842, 4.7836, 0.8914]], "mulliken_charge": [-0.3578, -1.1760, -1.2542, 0.1306, -1.0558, -0.7751, 0.6196, -1.2567, 0.4518, -1.1261, 0.4128, -1.5337, -0.7384, 1.5802, -1.4207, 0.6669, 0.2677, 0.3677, 0.6626, 0.4131, 0.4116, 0.4904, 0.5719, 0.2912, 0.5373, 0.3602, 0.5082, 0.5949, -0.7203, 0.3431, 0.3699, 0.3144, 0.2987, 0.5966, 0.5110, 0.2280, -0.0307, 0.8047, 0.9082, -0.2005, 0.2906, 0.4575, -0.2005, -0.1209, -0.2096, -0.1141, -0.2510, -0.3217, -0.3213, -0.1263, -0.2003, -0.3744, -0.4154, 0.7583, -0.7899, -0.7707, -0.5256, -0.9634, 0.1804, 0.2601, 0.4184, -0.5643, -0.7604, -0.7680, -0.6868, 0.4101, 0.3791, 0.3827, 0.3910, 0.3679, 0.4403, 0.4155, 0.3780, 0.3938, 0.4936], "spin_multiplicity": 2, "charge": 0, "s_squared": 0.77, "de_lowest_ev": 1.968, "e_tot_ev": -120680.32334}